Entry 1:
DFT (ωB97M-V/def2-TZVPD) results for C29H26IrN4O4SSi as an isolated structure.

Properties
net charge	+2
relative energy (zero: lowest compared OMol25 entry of this formula, charge and spin)	0.0	kJ/mol
E_tot	-66184.9945	eV
⟨S²⟩	0.7540
multiplicity	2
gap between HOMO and LUMO (spin up / spin down)	7.120 / 6.187	eV

XYZ file:
```
66
C29H26IrN4O4SSi | OMol25 | ωB97M-V/def2-TZVPD
Ir 1.26825 0.28027 -0.90434
O 3.30805 -3.03013 0.35676
C 2.81122 -1.87200 0.08030
O 1.96679 -1.69840 -0.82482
C 3.31310 -0.71467 0.86444
C 4.33023 -0.64580 1.79692
C 4.64901 0.61430 2.30756
C 3.98136 1.75414 1.87098
C 2.97428 1.59949 0.93214
N 2.66861 0.39061 0.49158
C 2.16239 2.68287 0.25321
O 2.17973 3.82730 0.55770
O 1.40482 2.20330 -0.78933
H 2.93493 -3.72754 -0.21379
H 4.86728 -1.53346 2.10117
H 5.44171 0.70528 3.03772
H 4.23240 2.74215 2.23286
C -1.28677 -2.61544 -5.78607
C -1.90642 -2.25956 -4.43173
C -1.27766 -1.04719 -3.83137
N -0.46260 -1.06323 -2.84249
N -0.01130 0.19351 -2.50474
C -0.48805 1.16177 -3.27391
N -0.17490 2.44922 -3.16140
S -1.54674 0.55078 -4.48659
H -1.76502 -3.50540 -6.18990
H -0.22036 -2.81460 -5.68446
H -1.41798 -1.81017 -6.50952
H -1.77444 -3.07431 -3.71981
H -2.97939 -2.08921 -4.54058
H 0.40311 2.77050 -2.39727
H -0.61933 3.13465 -3.74703
C -3.92422 2.49744 -1.37719
C -2.83921 3.22933 -0.91066
C -1.80107 2.58714 -0.25549
C -1.84129 1.20315 -0.04161
C -2.94451 0.47965 -0.51756
C -3.97425 1.12264 -1.18618
Si -0.55385 0.26454 0.88256
C -0.86273 -1.54323 1.12865
C -1.24804 -1.89918 2.43261
C -1.65796 -3.19202 2.72269
C -1.68527 -4.15077 1.72059
C -1.31392 -3.81324 0.42510
C -0.91654 -2.51970 0.12676
C 0.21609 1.03896 2.37919
C 1.03505 0.24919 3.20310
C 1.63951 0.78041 4.32731
C 1.44684 2.12118 4.64956
C 0.63554 2.91612 3.85538
C 0.01968 2.37759 2.73256
H -4.74087 3.00303 -1.87591
H -2.80894 4.30202 -1.05041
H -0.95346 3.17297 0.07890
H -3.00816 -0.58934 -0.34516
H -4.82788 0.55726 -1.53630
H -1.24054 -1.16570 3.22939
H -1.96044 -3.44794 3.72915
H -2.00812 -5.15857 1.94590
H -1.35137 -4.55887 -0.35881
H -0.66584 -2.27107 -0.89612
H 1.17254 -0.80379 2.97901
H 2.24546 0.15112 4.96688
H 1.91358 2.53784 5.53251
H 0.46867 3.95278 4.11467
H -0.63078 3.01005 2.14472
```

Entry 2:
DFT (ωB97M-V/def2-TZVPD) results for C2H10F6MnNO9S2 as an isolated structure in a non-equilibrium geometry.

Properties
net charge	+1
relative energy (zero: lowest compared OMol25 entry of this formula, charge and spin)	176.7	kJ/mol
E_tot	-91442.2995	eV
⟨S²⟩	8.7523
multiplicity	6
gap between HOMO and LUMO (spin up / spin down)	8.666 / 8.724	eV

XYZ file:
```
31
C2H10F6MnNO9S2 | OMol25 | ωB97M-V/def2-TZVPD
Mn 1.06461 -0.06330 -0.11408
C -1.77051 2.46855 1.17893
F -0.74299 3.18028 1.46049
F -1.88592 1.44302 1.99754
F -2.85222 3.16541 1.23854
S -1.38533 1.72251 -0.61822
O -2.54778 2.09113 -1.38442
O -0.11909 2.35420 -1.11658
N -0.96034 0.01985 -0.39435
S -2.40827 -0.64556 -0.59272
O -3.40696 -0.15904 0.37665
O -3.01649 -0.47586 -1.95630
C -2.09649 -2.48865 -0.14536
F -2.21870 -2.67083 1.16168
F -2.97932 -3.26252 -0.61068
F -0.91676 -2.87247 -0.60976
O 1.18425 -1.70377 -1.57701
H 2.05630 -1.97953 -1.85935
H 0.59013 -2.09179 -2.21943
O 0.57849 -1.47535 1.39341
H 0.78689 -2.39487 1.55857
H 0.15509 -1.17692 2.19833
O 3.24395 -0.52707 0.35341
H 3.79906 0.18218 0.67750
H 3.81107 -1.29815 0.36069
O 2.18798 0.98232 -1.59374
H 2.92161 0.61747 -2.08862
H 2.29308 1.93045 -1.67275
O 1.44885 1.42462 1.28312
H 2.09727 1.39341 1.98655
H 1.08857 2.31029 1.32796
```

Entry 3:
DFT (ωB97M-V/def2-TZVPD) results for C24H33N2O5P2RuS as an isolated structure in a non-equilibrium geometry.

Properties
net charge	+1
E_tot	-70623.6004	eV
⟨S²⟩	6.0798
multiplicity	5
gap between HOMO and LUMO (spin up / spin down)	5.066 / 5.464	eV

XYZ file:
```
68
C24H33N2O5P2RuS | OMol25 | ωB97M-V/def2-TZVPD
C -3.92620 -2.03238 1.46346
C -2.54480 -1.80197 1.07198
N -2.17671 -0.50588 0.79182
C -3.09179 0.46927 0.78484
C -4.37549 0.29813 1.29353
C -4.82634 -0.98688 1.58506
C -1.56994 -2.80240 1.07155
P 0.07666 -2.40637 0.52955
Ru -0.16693 -0.24481 -0.13903
P -1.36431 1.77799 -0.96837
C -2.65136 1.85333 0.30984
C 1.42918 -0.18116 -1.57674
C 2.64793 -0.56985 -1.05001
C 3.80140 -0.43300 -1.82483
C 3.72376 -0.04524 -3.16299
C 2.45760 0.16153 -3.71480
C 1.29352 0.04448 -2.94337
O -3.45178 -5.65367 -2.78697
O -0.18543 -3.34390 -5.65164
H -4.23937 -3.08502 1.50311
H -5.00000 1.17552 1.42231
H -5.83678 -1.14727 1.95233
C 1.00105 -2.52604 2.15124
C 0.88890 -3.65671 -0.48915
H -3.47505 2.47646 -0.06489
H -2.14022 2.32432 1.15135
H -3.35400 -5.77431 -1.80768
H -1.80001 -3.66174 1.66089
C -0.20590 3.14320 -1.02357
C -2.20608 1.72365 -2.59134
H 2.73489 -1.00684 -0.06089
H 4.76572 -0.63517 -1.36657
H 4.63074 0.06304 -3.77011
H 2.36207 0.39973 -4.76765
H 0.30802 0.05970 -3.40015
H -0.91061 -0.97016 -1.31120
H 0.49394 -3.35899 -4.91829
H -0.94764 -3.38165 -5.03068
H -3.78955 -4.73073 -2.98125
H -1.17606 -0.04327 -1.61790
H 0.95895 -3.56408 2.49809
H 2.05455 -2.20050 2.12199
H 0.47481 -1.87467 2.86338
H 0.79862 -4.67409 -0.10278
H 0.43162 -3.63692 -1.48157
H 1.96463 -3.47873 -0.60639
H -2.82511 2.62333 -2.67084
H -1.49010 1.70782 -3.42533
H -2.85304 0.84339 -2.70530
H -0.74685 4.02975 -1.38225
H 0.18259 3.29220 -0.00852
H 0.60250 2.85505 -1.71232
O -0.65879 2.70166 4.74685
S -0.20524 3.03895 3.40837
O -0.73997 4.19122 2.73172
N -0.27786 1.68172 2.39555
C 0.91184 1.16164 2.14047
O 1.16344 0.09474 1.46043
C 2.00208 2.02507 2.56072
C 3.30415 1.83897 2.10888
C 4.25052 2.73265 2.59012
C 3.84848 3.76340 3.46609
C 2.50760 3.97650 3.85295
C 1.57169 3.08303 3.34375
H 3.49652 1.00882 1.41578
H 5.29300 2.59522 2.29136
H 4.60781 4.43006 3.85266
H 2.16853 4.76889 4.52335
```

Entry 4:
DFT (ωB97M-V/def2-TZVPD) results for H28HgO18P as an isolated structure in a non-equilibrium geometry.

Properties
net charge	-1
relative energy (zero: lowest compared OMol25 entry of this formula, charge and spin)	0.0	kJ/mol
E_tot	-50756.7088	eV
gap between HOMO and LUMO	6.394	eV

XYZ file:
```
48
H28HgO18P | OMol25 | ωB97M-V/def2-TZVPD
Hg 1.23100 -18.75500 17.16600
P 3.23800 -20.52000 16.72000
O 2.73000 -20.09300 18.03100
O 2.33900 -19.71500 15.67000
O 1.75900 -20.83400 16.73300
O 3.35200 -19.03500 16.75000
O 4.73300 -19.93500 19.57100
H 3.98100 -20.01000 18.92500
H 5.34500 -19.34900 19.11300
O 0.98600 -23.28000 16.87200
H 1.24600 -22.39700 16.77300
H 0.36200 -23.30100 17.59500
O 2.55700 -16.90100 15.77300
H 2.96600 -17.79200 15.90900
H 3.06100 -16.37200 16.35800
O 6.60500 -20.10500 16.71800
H 6.26700 -19.26800 16.39700
H 6.90200 -19.89400 17.61500
O -0.44200 -20.86600 15.38000
H 0.42300 -21.01200 15.87500
H -0.20100 -20.07200 14.79600
O 2.11500 -21.84100 14.23300
H 2.08600 -20.99300 14.78100
H 1.35400 -22.34100 14.49700
O 4.79100 -22.96900 17.30000
H 5.76400 -23.00800 17.19600
H 4.83300 -22.77300 18.27400
O 0.80700 -19.10300 13.96300
H 1.44600 -19.30800 14.69100
H 1.00900 -19.73300 13.26100
O 5.34700 -17.44600 16.63600
H 4.61800 -18.08700 16.66300
H 5.12300 -16.85800 15.92800
O 2.03900 -19.34100 20.37800
H 2.30800 -19.69200 19.44300
H 1.31200 -19.95100 20.50600
O 3.93400 -18.94500 13.89500
H 3.37600 -19.22400 14.64000
H 4.71500 -18.61800 14.30000
O -0.16200 -20.46500 18.22200
H 0.62000 -20.77900 17.63300
H -0.94400 -20.39500 17.76100
O 2.11000 -22.11900 19.31600
H 2.23800 -21.36200 18.68500
H 2.41500 -22.96100 19.00200
O 3.14300 -17.53300 18.67700
H 3.22700 -18.23800 17.98300
H 3.24400 -18.03000 19.49600
```

Entry 5:
DFT (ωB97M-V/def2-TZVPD) results for C48H48Co2N3O6 as an isolated structure in a non-equilibrium geometry.

Properties
net charge	-1
relative energy (zero: lowest compared OMol25 entry of this formula, charge and spin)	0.0	kJ/mol
E_tot	-142560.7491	eV
gap between HOMO and LUMO	5.378	eV

XYZ file:
```
107
C48H48Co2N3O6 | OMol25 | ωB97M-V/def2-TZVPD
C -3.42916 -1.82317 -3.67267
C -3.70496 -1.18090 -2.31067
C -4.38001 -2.14770 -1.32645
C -4.48487 0.10731 -2.47669
C -5.85745 0.11651 -2.62451
C -6.53533 1.30277 -2.81571
C -5.84830 2.49728 -2.88276
C -4.47475 2.52968 -2.74363
C -3.69657 3.82905 -2.81251
C -4.08595 4.76635 -1.66368
C -3.82506 4.48690 -4.19101
C -3.79598 1.32342 -2.53625
N -2.35891 1.32421 -2.40657
N -1.53622 1.06303 -3.41587
N -0.32646 1.11704 -2.90630
C 0.86200 1.10537 -3.73080
C 1.39455 2.31380 -4.19684
C 0.66967 3.60865 -3.89592
C -0.37640 3.89763 -4.97744
C 1.62656 4.78597 -3.66188
C 2.52977 2.28495 -4.98974
C 3.13162 1.08171 -5.30147
C 2.59528 -0.11111 -4.85328
C 1.45457 -0.11534 -4.06985
C 0.78923 -1.40641 -3.64589
C 1.79227 -2.41686 -3.06439
C -0.03024 -1.98439 -4.80438
C -0.30657 1.42504 -1.51398
C 0.86067 1.61849 -0.67699
C 0.95124 2.69993 0.21764
C 2.05472 2.84460 1.02695
C 3.08208 1.91708 0.99304
C 3.01303 0.84396 0.11921
C 1.93151 0.70676 -0.72103
C -1.67117 1.56698 -1.18268
C -2.22474 1.80009 0.03199
H -2.91092 -1.13127 -4.33889
H -2.82365 -2.72351 -3.57536
H -4.35448 -2.10495 -4.17288
H -2.73039 -0.89278 -1.87436
H -4.64227 -1.64599 -0.39030
H -5.29735 -2.56583 -1.74318
H -3.73003 -2.99061 -1.08878
H -6.38849 -0.81683 -2.59011
H -7.60559 1.29469 -2.91611
H -6.37531 3.41723 -3.05672
H -2.63277 3.56383 -2.67299
H -3.96647 4.27833 -0.69370
H -3.48159 5.67350 -1.65820
H -5.12781 5.07561 -1.74072
H -3.52305 3.79924 -4.98468
H -4.85387 4.78434 -4.39242
H -3.21054 5.38472 -4.26826
H 0.12503 3.44002 -2.95012
H -1.08173 3.06841 -5.07189
H -0.94520 4.80213 -4.75912
H 0.08942 4.03152 -5.95426
H 2.40876 4.51864 -2.94842
H 2.11591 5.10122 -4.58350
H 1.10163 5.65863 -3.27308
H 2.92888 3.21046 -5.37093
H 4.03079 1.07467 -5.89456
H 3.04809 -1.05069 -5.12149
H 0.08027 -1.13621 -2.84178
H 2.47611 -1.94652 -2.35383
H 1.28696 -3.23414 -2.54886
H 2.40503 -2.86600 -3.84614
H -0.73794 -1.24830 -5.19201
H 0.61216 -2.26665 -5.63804
H -0.58702 -2.87308 -4.50577
H 0.16501 3.43487 0.22577
H 2.12129 3.69344 1.68503
H 3.92304 2.01354 1.66462
H 3.80217 0.10983 0.10834
H 1.87181 -0.13140 -1.39242
H -1.62789 1.91284 0.91083
H -3.28425 1.84027 0.15228
O 4.80231 0.89959 5.11535
C 4.46104 0.04120 5.77811
Co 3.92773 -1.31755 6.83654
C 4.73828 -1.34814 8.42459
O 5.24141 -1.44060 9.44085
C 2.16249 -1.12291 7.21115
O 1.05957 -1.05277 7.46813
C 4.82313 -2.86528 5.80335
C 3.54344 -3.27406 6.37285
C 3.52848 -3.89253 7.71738
C 2.38785 -4.42923 8.28784
C 2.29362 -4.66909 9.69368
C 1.11636 -5.09979 10.24993
C 0.00448 -5.34220 9.44789
C 0.07749 -5.15559 8.07310
C 1.23131 -4.70668 7.50399
Co 3.51423 -3.31238 4.31842
C 4.02504 -1.98223 3.15242
O 4.33931 -1.16219 2.42846
C 1.69775 -3.27663 4.40854
O 0.56423 -3.29147 4.50724
C 4.01831 -4.98526 3.90890
O 4.33375 -6.05625 3.68455
H 5.54320 -3.68178 5.71599
H 4.41091 -3.72264 8.31731
H 3.13115 -4.42735 10.32811
H 1.02889 -5.18242 11.32413
H -0.92229 -5.64196 9.91487
H -0.80280 -5.31735 7.46199
H 1.25594 -4.52040 6.44430
```